No. 1
ORCA calculation (ωB97M-V with the def2-TZVPD basis set) on C26H33ErO5 as an isolated structure in a non-equilibrium geometry.

Last column: Mulliken spin population.
Cartesian coordinates (Å):
O 3.2218 1.2418 -0.2436  0.0014
C 3.4817 1.4531 -1.7103  0.0003
C 4.8655 0.7969 -1.5845  0.0003
H 3.2498 2.5691 -1.6490  0.0002
H 3.0051 1.0690 -2.6527  0.0000
C 4.6587 1.2441 -0.0402  0.0010
H 5.6111 1.2562 -2.2881  0.0000
H 4.9920 -0.3535 -1.5605  -0.0001
C 5.1346 2.7129 0.2630  0.0000
H 4.6218 3.4801 -0.3382  0.0000
H 6.2029 2.8407 0.0342  0.0000
H 4.8309 2.9954 1.2940  0.0000
C 4.8678 0.2370 1.0805  -0.0001
H 4.5861 -0.7587 0.7037  0.0001
H 4.1267 0.5361 1.9194  0.0000
H 5.9104 0.2926 1.4185  0.0000
Er -0.2003 1.0097 -1.2625  3.0233
C 0.3193 -1.4647 -0.7476  -0.0110
C -0.4619 -1.3520 -1.9274  -0.0060
C 0.3328 -0.8223 -3.0021  0.0022
H -1.4548 -1.7790 -2.0030  0.0003
C 1.6395 -0.7603 -2.4880  -0.0042
C 1.6102 -1.0245 -1.0816  0.0009
H 2.4730 -1.0905 -0.4350  -0.0002
H -0.0170 -1.9577 0.1625  0.0005
H 0.0359 -0.7129 -4.0505  0.0003
H 2.5456 -0.7122 -3.0865  0.0003
C -0.5406 0.4996 1.3009  -0.0115
C 0.8732 0.5332 1.5379  -0.0019
C 1.2950 1.8742 1.5600  0.0008
H 1.5036 -0.3210 1.7787  0.0003
C 0.1797 2.7012 1.2444  -0.0030
C -0.9804 1.8646 1.1368  0.0029
H -2.0272 2.1807 1.1890  0.0002
H -1.1954 -0.3779 1.4324  0.0012
H 2.2540 2.2238 1.9438  0.0000
H 0.2256 3.7914 1.2652  -0.0002
O 0.5890 3.7124 -2.6342  0.0012
C 1.9877 4.2374 -2.7178  -0.0001
C 2.2157 5.2340 -3.8604  0.0000
H 2.6765 3.3624 -2.9192  -0.0004
H 2.3977 4.6961 -1.7932  -0.0002
C 0.9051 5.1697 -4.6536  0.0001
H 3.0888 4.9700 -4.4882  0.0000
H 2.3300 6.2666 -3.4828  0.0000
C -0.0861 4.3499 -3.8079  -0.0001
H 1.0772 4.6667 -5.6079  0.0000
H 0.4942 6.1461 -4.9421  0.0000
H -0.4395 3.4820 -4.3784  0.0002
H -0.9582 4.9957 -3.5361  0.0000
O -2.9822 -2.4662 0.0103  -0.0001
C -3.9852 -1.5634 0.3663  0.0000
C -4.8881 -1.6820 1.4029  0.0000
C -6.0286 -0.8693 1.4164  0.0000
C -6.3344 0.0082 0.3572  0.0001
C -5.4056 0.2465 -0.6378  0.0000
C -4.2651 -0.5643 -0.5639  -0.0001
C -3.1504 -0.6187 -1.5961  0.0002
O -2.9732 -1.6512 -2.3913  -0.0006
O -2.2297 0.3666 -1.2899  0.0019
H -2.9896 -3.2889 0.5241  0.0000
H -4.5647 -2.3738 2.1633  0.0000
H -6.7363 -0.9647 2.2617  0.0000
H -7.2621 0.5509 0.3363  0.0000
H -5.4841 0.8848 -1.5340  0.0000

Properties
* charge: 0
* 2S+1: 4
* HOMO-LUMO gap (alpha / beta): 0.2648 / 0.2666 Eh
* HOMO energy (alpha / beta): -7.09 / -7.13 eV
* strongest force on any atom: 6.81 eV/Å



No. 2
ORCA calculation (ωB97M-V with the def2-TZVPD basis set) on one molecule with the formula C5H8 in a non-equilibrium geometry.

Last column: Löwdin charge in e.
Cartesian coordinates (Å):
C 1.0574 -0.4407 0.4815  -0.1447
C 0.9023 0.2900 -0.8617  -0.1464
C -0.4409 0.7299 -0.3261  -0.2481
C -1.3971 -0.3783 -0.0843  -0.1286
C -0.4239 -0.1450 0.9840  -0.1688
H 1.1913 -1.5139 0.4461  0.0889
H 1.8190 0.0094 1.1116  0.1027
H 1.5966 1.1131 -0.9994  0.1006
H 0.9031 -0.3287 -1.7611  0.1041
H -0.7764 1.7387 -0.3746  0.1149
H -1.3328 -1.2731 -0.6909  0.1071
H -2.4021 -0.0540 0.1313  0.1047
H -0.6966 0.2525 1.9436  0.1137

Properties
* charge: 0
* structure (SMILES): C1C[C@H]2C[C@@H]12
* 2S+1: 1
* energy above the lowest of the compared OMol25 structures with the same formula, charge and spin: 36.7 kcal per mole
* HOMO-LUMO gap: 0.3750 Eh
* HOMO energy: -8.87 eV
* strongest force on any atom: 3.08 eV/Å



No. 3
ORCA calculation (ωB97M-V with the def2-TZVPD basis set) on C47H55IrN12O2PS as an isolated structure in a non-equilibrium geometry.

Last column: Mulliken spin population.
Cartesian coordinates (Å):
Ir 0.3273 0.2521 0.1367  0.1849
N 0.2208 -2.1016 -0.0105  0.0204
C 0.4895 -2.6875 -1.3301  0.0123
C 1.5007 -3.8348 -1.3435  0.0048
C 1.0040 -5.2364 -0.9618  -0.0006
C 0.9431 -5.5664 0.5353  0.0005
N -0.1855 -4.9697 1.2663  0.0003
C -1.4475 -5.3581 1.1480  -0.0006
N -2.4160 -4.6795 1.7675  -0.0012
N -1.7692 -6.3946 0.3748  0.0002
C 1.0163 -1.5990 -2.3025  -0.0068
O 1.3074 -1.9463 -3.4330  0.0100
O 1.0821 -0.4284 -1.8045  0.0717
H 0.9372 -2.3448 0.6655  -0.0090
H -0.7067 -2.3195 0.3356  -0.0267
H -0.4531 -3.0150 -1.7780  -0.0028
H 2.3627 -3.5685 -0.7222  0.0002
H 1.8541 -3.8851 -2.3717  -0.0001
H 1.6947 -5.9572 -1.4034  0.0001
H 0.0252 -5.3995 -1.4236  0.0001
H 1.8525 -5.2234 1.0259  -0.0001
H 0.9004 -6.6495 0.6717  0.0001
H 0.0087 -4.1986 1.8875  0.0011
H -2.2302 -3.9147 2.4007  0.0014
H -3.3680 -5.0024 1.7306  -0.0005
H -1.0594 -6.9612 -0.0552  0.0000
H -2.7173 -6.7251 0.3214  0.0000
C -5.6134 0.3177 1.8506  -0.0053
C -5.7566 -0.7886 0.8397  -0.0029
C -7.0303 -1.1239 0.3840  0.0022
C -7.2260 -2.0933 -0.5862  -0.0052
C -6.1372 -2.7743 -1.1189  0.0023
C -4.8637 -2.4533 -0.6902  0.0002
C -4.6560 -1.4724 0.2923  -0.0077
P -2.9261 -1.0139 0.5235  0.0333
C -2.4544 2.1618 -0.7288  -0.0625
C -2.8867 2.3683 0.5784  0.0056
C -3.8894 3.2856 0.8728  -0.0033
C -4.4878 3.9990 -0.1495  0.0114
C -4.0738 3.7920 -1.4624  -0.0118
C -3.0609 2.8983 -1.7675  0.0349
C -3.0268 1.2101 -3.6886  0.0200
C -2.5501 -1.4187 2.1754  0.0078
C -3.4253 -2.2172 2.9679  -0.0347
C -3.0395 -2.6804 4.1943  0.0242
C -1.7365 -2.4006 4.6653  -0.0213
C -0.8878 -1.6115 3.9305  -0.0073
C -1.2703 -1.0408 2.6942  0.0165
C -0.4359 0.0163 2.1371  0.0563
H -6.4547 0.3101 2.5429  -0.0001
H -5.6123 1.2842 1.3441  -0.0007
H -4.6911 0.2393 2.4249  0.0029
H -7.8841 -0.5941 0.7905  0.0000
H -8.2268 -2.3081 -0.9379  -0.0003
H -6.2826 -3.5332 -1.8764  -0.0001
H -4.0063 -2.9627 -1.1206  -0.0017
H -2.4170 1.8317 1.3918  0.0221
H -4.1929 3.4413 1.8999  -0.0005
H -5.2810 4.7033 0.0660  0.0011
H -4.5546 4.3372 -2.2671  0.0006
H -3.3574 1.2132 -4.7268  0.0031
H -3.8265 0.7851 -3.0795  -0.0040
H -2.1519 0.5641 -3.6150  -0.0062
H -4.4144 -2.4434 2.5885  -0.0050
H -3.7274 -3.2597 4.7972  -0.0001
H -1.4117 -2.7767 5.6279  -0.0004
H 0.0801 -1.3565 4.3423  -0.0005
H 0.4036 0.1830 2.8002  -0.0061
H -1.0288 0.9352 2.1251  0.0232
N 2.9844 3.3754 -0.0351  -0.0026
C 2.1766 3.3277 1.0169  -0.0042
N 2.6612 3.6430 2.2140  -0.0015
S 0.5340 2.8648 0.8538  -0.0096
H 3.9415 3.6867 0.0266  0.0001
H 2.6111 3.1438 -0.9393  0.0007
H 3.5841 4.0298 2.3403  0.0000
H 2.0253 3.6700 2.9930  0.0004
C 1.1240 2.9068 -3.2117  0.0199
C -0.2868 2.5182 -2.8666  0.0118
N -0.4236 1.6284 -1.9434  0.2175
C -1.3908 1.2167 -1.1199  0.2722
C -2.7180 2.6477 -3.2225  -0.0177
N -1.3298 3.0407 -3.5379  0.0395
C -1.1701 3.8252 -4.7508  0.0001
N -1.5761 3.0937 -5.9199  0.0008
N -2.6351 3.5739 -6.6386  -0.0005
N -2.7498 2.9147 -7.7177  0.0001
C -1.7480 1.9598 -7.7672  -0.0003
C -1.4265 1.0295 -8.7570  -0.0001
C -0.3592 0.1955 -8.5156  0.0001
C 0.3598 0.2567 -7.3075  0.0002
C 0.0556 1.1715 -6.3238  0.0008
C -0.9936 2.0559 -6.5934  -0.0013
H 1.7810 2.2451 -2.6507  -0.0213
H 1.3050 3.9500 -2.9395  0.0033
H 1.3508 2.7861 -4.2684  0.0043
H -1.6602 0.1653 -1.2285  0.0342
H -3.3444 3.3192 -3.8078  0.0012
H -0.1441 4.1655 -4.8465  0.0010
H -1.8242 4.6941 -4.7145  0.0016
H -2.0017 0.9819 -9.6721  0.0000
H -0.0710 -0.5329 -9.2616  0.0000
H 1.1724 -0.4391 -7.1438  0.0000
H 0.5987 1.1643 -5.3877  -0.0002
C 2.4331 -0.0348 0.7065  0.0757
C 2.6390 -0.7970 1.9492  0.0015
C 2.6511 -0.1651 3.2001  0.0092
C 2.6769 -0.8886 4.3778  -0.0060
C 2.6993 -2.2833 4.3395  0.0123
C 2.8142 -2.9283 3.1100  -0.0053
C 2.8003 -2.1906 1.9385  0.0096
C 2.5722 -3.0550 5.5450  -0.0021
N 2.4006 -3.6902 6.4886  0.0049
H 2.8265 -0.5282 -0.1795  0.0038
H 2.7751 0.9923 0.7785  0.0052
H 2.6373 0.9190 3.2311  0.0003
H 2.6723 -0.3867 5.3373  0.0000
H 2.9374 -4.0053 3.0927  0.0000
H 2.9656 -2.6881 0.9890  0.0006

Properties
* charge: +2
* 2S+1: 2
* energy above the lowest of the compared OMol25 structures with the same formula, charge and spin: 126.0 kcal per mole
* HOMO-LUMO gap (alpha / beta): 0.1494 / 0.1718 Eh
* HOMO energy (alpha / beta): -11.29 / -11.93 eV
* strongest force on any atom: 1.97 eV/Å



No. 4
ORCA calculation (ωB97M-V with the def2-TZVPD basis set) on CH9N3O as an isolated structure in a non-equilibrium geometry.

Last column: Löwdin charge in e.
Cartesian coordinates (Å):
C -2.3284 -0.7226 -0.5121  -0.1154
N -1.1819 -0.0058 -0.0510  -0.1401
N -0.6868 -0.2217 1.0415  0.0598
H 0.3193 0.5061 -1.6804  0.0001
H 1.0401 0.0200 1.0336  0.0162
H -1.1594 -0.9438 1.6332  0.0907
H -3.1142 0.0060 -0.7221  0.0851
H -2.6906 -1.4815 0.1994  0.0775
H -2.0732 -1.2002 -1.4622  0.0835
N 2.5870 1.2127 0.7125  -0.0653
O 2.0465 -0.0964 0.8878  -0.2351
H 0.8928 0.4072 -2.2355  0.0318
H 3.3471 1.3008 1.3789  0.0555
H 3.0018 1.2194 -0.2236  0.0557

Properties
* charge: 0
* 2S+1: 1
* energy above the lowest of the compared OMol25 structures with the same formula, charge and spin: 48.4 kcal per mole
* HOMO-LUMO gap: 0.3417 Eh
* HOMO energy: -8.84 eV
* strongest force on any atom: 2.03 eV/Å



No. 5
ORCA calculation (ωB97M-V with the def2-TZVPD basis set) on a 14-piece molecular cluster, C33H69FN17O27S overall in a non-equilibrium geometry.

Last column: Löwdin charge in e.
Cartesian coordinates (Å):
C 6.2992 -4.2992 1.6619  0.1165
C 5.7301 -3.2777 1.3279  -0.0898
C 4.8185 -2.0838 0.9332  -0.0964
N 4.1186 -1.4725 2.1096  0.0012
C 4.9066 -1.1809 3.3504  -0.0990
C 6.3390 -0.5540 3.0731  -0.3510
C 6.3266 0.7014 2.0885  -0.0672
C 6.8522 0.0042 4.4975  -0.0833
C 2.8467 -1.2076 2.0348  -0.2004
N 2.0234 -0.6513 3.1084  0.1434
C 0.6747 -1.3208 2.9266  -0.1608
O -0.2374 -0.3975 3.5952  0.0120
C 0.3439 0.8315 3.8510  -0.2885
N 0.7863 1.7377 4.4254  0.1793
C 0.4922 -1.5536 1.3392  -0.2778
C -0.5821 -0.5481 0.6737  -0.1123
C -2.0428 -0.8449 1.1551  -0.1292
C -3.1078 -0.8586 1.7553  0.1099
C -0.1868 -2.9717 1.0850  -0.0640
C 0.8127 -4.1999 1.0353  -0.2931
C 1.4468 -4.5975 2.4506  -0.0439
F 1.8093 -4.0909 0.0017  -0.0659
N 1.9162 -1.3606 0.9487  -0.0240
C 2.2318 -0.2096 0.0565  -0.4323
S 1.8946 -0.5897 -1.7475  0.8514
C 2.2282 1.0354 -2.5992  -0.4765
C 3.5163 0.9557 -3.5690  -0.1620
H 6.7277 -5.2698 2.0199  0.0697
H 4.0300 -2.4602 0.2050  0.1368
H 5.4081 -1.3005 0.3525  0.1372
H 4.3714 -0.4556 4.0470  0.1329
H 4.9701 -2.1572 3.9367  0.1544
H 7.0718 -1.3568 2.7785  0.1257
H 7.3556 0.7359 1.5982  0.1016
H 6.2560 1.6779 2.6704  0.0934
H 5.5335 0.6254 1.2884  0.0551
H 7.3835 -0.7794 5.1108  0.0849
H 7.5874 0.8610 4.3547  0.0903
H 6.0000 0.4299 5.1198  0.0875
H 2.3190 -1.1400 3.9757  0.1461
H 0.7513 -2.2390 3.5757  0.1590
H -0.2972 0.5262 0.9067  0.1207
H -0.5901 -0.7494 -0.4470  0.0958
H -4.1098 -0.9697 2.2485  0.0690
H -0.8859 -3.1659 1.9637  0.1453
H -0.7524 -2.9755 0.0970  0.1319
H 0.1851 -5.1030 0.7325  0.1512
H 2.5029 -4.2269 2.5944  0.0786
H 0.7353 -4.3299 3.2853  0.0806
H 1.4962 -5.7483 2.4474  0.0745
H 3.3566 -0.0148 0.0999  0.0868
H 1.7592 0.7757 0.3821  0.1117
H 1.3146 1.3973 -3.1560  0.0758
H 2.4559 1.8374 -1.8198  0.0808
H 3.2047 1.2434 -4.6156  0.0572
H 3.9523 -0.0882 -3.5177  0.0512
H 4.3176 1.6665 -3.2120  0.0755
C 2.4580 -3.6088 -5.2511  0.0087
N 1.8549 -2.2682 -5.4706  -0.4214
O 0.9432 -2.1855 -6.2757  0.0638
O 2.3159 -1.3415 -4.8250  0.0161
H 1.9498 -4.3290 -5.8866  0.1042
H 3.5120 -3.5438 -5.5101  0.0822
H 2.3243 -3.8590 -4.2037  0.0720
C -1.7705 -2.5797 -3.5819  0.0658
N -0.8933 -3.7787 -3.6591  -0.4066
O -1.4012 -4.8232 -4.0252  0.0638
O 0.2751 -3.6268 -3.3491  0.0376
H -2.7762 -2.8615 -3.8847  0.1025
H -1.7611 -2.2316 -2.5503  0.0890
H -1.3598 -1.8294 -4.2561  0.1036
C -3.1427 -7.2168 -3.4978  0.0303
N -4.5903 -7.5383 -3.6126  -0.4493
O -5.3804 -6.6206 -3.4744  0.0597
O -4.8797 -8.6986 -3.8367  0.0652
H -3.0348 -6.1560 -3.2991  0.0605
H -2.7400 -7.8065 -2.6761  0.1019
H -2.6712 -7.4817 -4.4422  0.1047
C -2.7630 3.0625 1.1331  0.0519
N -3.4472 2.5119 -0.0674  -0.4297
O -4.5715 2.9114 -0.3044  0.0653
O -2.8307 1.6965 -0.7308  0.0403
H -3.4273 3.7715 1.6219  0.0906
H -2.5369 2.2260 1.7935  0.0842
H -1.8539 3.5564 0.7943  0.1051
C 5.5375 -7.0910 -4.2552  0.0507
N 4.6837 -5.9778 -4.7483  -0.4207
O 3.4966 -6.0150 -4.4700  0.0595
O 5.2362 -5.1079 -5.3966  0.0683
H 4.9164 -7.7875 -3.6977  0.0961
H 5.9779 -7.5764 -5.1242  0.1056
H 6.3034 -6.6579 -3.6144  0.1018
C 1.1455 3.1312 -7.4668  0.0467
N 1.9677 3.4418 -6.2668  -0.4483
O 1.3842 3.8438 -5.2749  0.0549
O 3.1690 3.2702 -6.3636  0.0543
H 0.1016 3.3292 -7.2365  0.0955
H 1.4909 3.7720 -8.2759  0.1028
H 1.2959 2.0795 -7.7041  0.1019
C -5.4828 5.9129 -2.3714  0.0531
N -4.6830 6.2108 -1.1532  -0.4417
O -5.2822 6.6123 -0.1732  0.0625
O -3.4796 6.0285 -1.2255  0.0467
H -6.5292 6.1193 -2.1620  0.1006
H -5.1151 6.5541 -3.1704  0.1063
H -5.3375 4.8609 -2.6103  0.0870
C -3.5939 7.8265 2.7440  0.0506
N -3.4145 6.9604 3.9382  -0.4283
O -3.3898 5.7532 3.7598  0.0492
O -3.3039 7.5196 5.0143  0.0501
H -3.6783 7.1947 1.8626  0.0749
H -4.5038 8.4059 2.8907  0.1116
H -2.7188 8.4733 2.6748  0.0621
C -4.9371 1.3636 -3.9233  0.0307
N -5.5605 2.3890 -4.8018  -0.4444
O -6.6503 2.8236 -4.4709  0.0569
O -4.9334 2.7217 -5.7916  0.0571
H -5.5999 1.1679 -3.0898  0.0595
H -4.7914 0.4646 -4.5188  0.1017
H -3.9871 1.7659 -3.5741  0.0948
C 0.7928 7.6195 3.7024  0.0506
N 0.1698 8.6407 2.8185  -0.4264
O -0.9250 9.0715 3.1449  0.0355
O 0.7984 8.9718 1.8337  0.0837
H 0.1232 7.4229 4.5365  0.0948
H 0.9443 6.7201 3.1085  0.1007
H 1.7397 8.0244 4.0546  0.1027
C -3.5121 8.9837 7.8226  0.0303
N -4.7324 9.7637 8.1597  -0.4490
O -5.7327 9.1374 8.4608  0.0621
O -4.6405 10.9766 8.1094  0.0597
H -3.7385 7.9241 7.9086  0.0919
H -3.2326 9.2361 6.8020  0.0812
H -2.7342 9.2706 8.5281  0.0998
C -7.7221 -1.2059 -0.7479  0.0485
N -7.1792 -1.1316 -2.1301  -0.4286
O -7.8927 -1.5176 -3.0328  0.0950
O -6.0489 -0.6847 -2.2564  0.0190
H -8.7267 -1.6191 -0.7885  0.0986
H -7.0622 -1.8510 -0.1707  0.0977
H -7.7364 -0.1942 -0.3463  0.1027
C 2.1167 -8.7163 4.8372  0.0509
N 1.4718 -7.3904 4.6404  -0.4420
O 0.5654 -7.3211 3.8287  0.0467
O 1.8986 -6.4654 5.3081  0.0580
H 1.6374 -9.4391 4.1817  0.0984
H 3.1708 -8.6087 4.5884  0.1022
H 1.9837 -8.9940 5.8811  0.1056

Properties
* charge: +1
* 2S+1: 1
* HOMO-LUMO gap: 0.2986 Eh
* HOMO energy: -11.24 eV
* strongest force on any atom: 4.65 eV/Å



No. 6
ORCA calculation (ωB97M-V with the def2-TZVPD basis set) on a 2-piece molecular cluster, C2H6OS overall.

Last column: Mulliken spin population.
Cartesian coordinates (Å):
S -0.3903 -1.9089 -0.7285  0.0332
H 0.7691 -1.4112 -0.2636  0.0103
H -1.0372 -0.9117 -0.0539  0.0181
O -0.9474 1.0473 0.9188  0.1466
C 0.3393 1.1382 0.9416  0.7325
C 1.1395 1.8907 -0.1138  -0.0276
H 0.9877 0.5219 1.5742  0.0113
H 1.9920 2.4149 0.3308  0.0143
H 0.4869 2.5543 -0.6844  0.0066
H 1.5938 1.1838 -0.8443  0.0547

Properties
* charge: -1
* 2S+1: 2
* energy above the lowest of the compared OMol25 structures with the same formula, charge and spin: 0.0 kcal per mole
* HOMO-LUMO gap (alpha / beta): 0.1340 / 0.2618 Eh
* HOMO energy (alpha / beta): 0.23 / -3.31 eV
* strongest force on any atom: 0.93 eV/Å



> The highest charge belongs to which entry?

C47H55IrN12O2PS



> charge of number 6 (C2H6OS)?

-1



> Look up the 2S+1 of the third one.

2